Entry 1:
The following is a quantum chemistry calculation of a cluster of 15 separate species, C66H177N15O18 in total, from OMol25.

Computed properties:
Relative energy (zero: lowest compared OMol25 entry of this formula, charge and spin) (kJ/mol): 385.08
Total energy (a.u.): -4795.8148
HOMO-LUMO gap (eV): 8.98
LUMO level (Eh): 0.0093

Last column: Löwdin charge in e.
Cartesian coordinates (Å):
C -6.241 -9.420 -4.283  -0.063
C -6.727 -8.403 -5.330  -0.452
C -6.343 -7.006 -4.918  -0.229
O -6.908 -5.993 -5.742  -0.187
C -6.569 -4.713 -5.257  -0.122
N -6.310 -8.781 -6.662  0.049
H -5.158 -9.523 -4.218  0.074
H -6.573 -10.426 -4.541  0.073
H -6.596 -9.296 -3.260  0.074
H -7.816 -8.380 -5.380  0.141
H -5.270 -6.868 -4.790  0.129
H -6.818 -6.800 -3.959  0.122
H -7.094 -4.014 -5.909  0.091
H -5.498 -4.512 -5.228  0.082
H -6.861 -4.576 -4.216  0.082
H -5.307 -8.673 -6.711  0.070
H -6.723 -8.053 -7.227  0.067
C -2.977 -7.619 3.056  -0.058
C -2.140 -8.296 1.961  -0.459
C -1.542 -7.311 0.891  -0.148
O -2.425 -6.347 0.252  -0.180
C -1.777 -5.340 -0.456  -0.152
N -1.145 -9.079 2.601  0.017
H -3.625 -8.375 3.501  0.073
H -3.625 -6.852 2.632  0.070
H -2.403 -7.090 3.817  0.079
H -2.771 -9.026 1.453  0.127
H -0.988 -7.875 0.140  0.118
H -0.796 -6.716 1.416  0.117
H -2.334 -4.475 -0.814  0.085
H -1.408 -5.717 -1.410  0.077
H -0.867 -4.922 -0.024  0.082
H -0.652 -9.634 1.916  0.073
H -1.671 -9.822 3.037  0.077
C -9.806 -0.863 1.250  -0.078
C -9.187 0.495 1.078  -0.439
C -10.070 1.641 1.619  -0.216
O -9.462 2.834 1.255  -0.164
C -10.027 3.920 1.855  -0.151
N -7.869 0.525 1.743  0.030
H -10.787 -0.848 0.775  0.078
H -9.867 -1.145 2.301  0.084
H -9.221 -1.616 0.723  0.076
H -8.922 0.601 0.026  0.131
H -9.991 1.519 2.700  0.125
H -11.130 1.561 1.379  0.127
H -9.282 4.713 1.918  0.090
H -10.408 3.860 2.875  0.090
H -10.843 4.289 1.234  0.088
H -7.310 -0.278 1.492  0.064
H -7.327 1.321 1.436  0.065
C 7.816 1.387 5.076  -0.052
C 6.349 1.086 4.727  -0.477
C 5.373 2.175 5.158  -0.210
O 5.220 2.397 6.546  -0.200
C 4.226 3.286 7.013  -0.099
N 6.279 0.833 3.296  0.037
H 8.093 1.992 4.213  0.080
H 8.328 0.428 5.154  0.074
H 7.857 1.892 6.041  0.076
H 6.101 0.175 5.272  0.130
H 4.357 1.991 4.808  0.117
H 5.674 3.077 4.625  0.127
H 4.292 3.410 8.094  0.090
H 3.261 2.887 6.699  0.082
H 4.348 4.251 6.519  0.083
H 6.828 -0.014 3.257  0.074
H 5.314 0.537 3.243  0.067
C 8.190 -9.794 -6.881  -0.062
C 7.089 -9.698 -7.952  -0.437
C 6.573 -8.269 -8.275  -0.184
O 5.975 -7.663 -7.121  -0.189
C 6.180 -6.271 -7.059  -0.114
N 7.548 -10.389 -9.138  0.011
H 7.882 -9.580 -5.858  0.074
H 9.047 -9.181 -7.160  0.076
H 8.579 -10.811 -6.839  0.067
H 6.274 -10.314 -7.572  0.127
H 5.916 -8.363 -9.140  0.117
H 7.442 -7.704 -8.614  0.118
H 5.792 -5.975 -6.085  0.089
H 5.739 -5.751 -7.910  0.089
H 7.256 -6.098 -7.016  0.083
H 7.580 -11.393 -9.034  0.070
H 6.919 -10.426 -9.927  0.065
C 0.867 -10.476 14.596  -0.054
C 2.058 -10.240 13.618  -0.422
C 1.987 -8.854 12.887  -0.242
O 1.003 -8.858 11.933  -0.170
C 0.974 -7.796 11.040  -0.114
N 3.306 -10.381 14.306  0.022
H 0.670 -11.543 14.699  0.072
H -0.038 -9.989 14.233  0.065
H 0.946 -9.943 15.544  0.070
H 2.037 -11.036 12.874  0.136
H 2.941 -8.723 12.376  0.115
H 2.007 -8.042 13.613  0.126
H -0.028 -7.465 10.765  0.088
H 1.538 -8.042 10.140  0.088
H 1.466 -6.921 11.462  0.084
H 4.036 -10.500 13.619  0.069
H 3.537 -9.500 14.742  0.068
C 1.113 5.215 -11.906  -0.071
C 1.423 6.414 -12.760  -0.444
C 2.769 6.297 -13.574  -0.172
O 3.922 6.178 -12.721  -0.206
C 5.158 6.057 -13.335  -0.132
N 0.353 6.796 -13.675  0.032
H 1.055 4.283 -12.468  0.083
H 0.191 5.379 -11.349  0.073
H 1.868 5.207 -11.121  0.079
H 1.657 7.254 -12.106  0.134
H 2.861 7.084 -14.323  0.120
H 2.738 5.354 -14.120  0.114
H 5.952 5.938 -12.598  0.090
H 5.346 7.029 -13.792  0.083
H 5.143 5.285 -14.104  0.086
H -0.444 6.738 -13.057  0.062
H 0.179 6.133 -14.416  0.070
C -2.260 -5.617 -11.249  -0.064
C -2.436 -5.366 -9.724  -0.409
C -1.315 -6.021 -8.817  -0.159
O -1.579 -7.459 -8.786  -0.201
C -0.849 -8.139 -7.762  -0.112
N -2.337 -3.915 -9.509  0.011
H -2.143 -6.687 -11.418  0.069
H -1.290 -5.173 -11.474  0.072
H -3.029 -5.269 -11.938  0.071
H -3.414 -5.762 -9.451  0.125
H -1.362 -5.535 -7.842  0.108
H -0.321 -5.803 -9.207  0.121
H -1.198 -9.142 -7.516  0.081
H -0.979 -7.600 -6.823  0.077
H 0.197 -8.222 -8.055  0.084
H -2.535 -3.701 -8.542  0.057
H -3.105 -3.380 -9.889  0.068
C 3.207 10.283 3.056  -0.101
C 3.288 10.254 4.529  -0.465
C 4.600 10.881 5.041  -0.204
O 4.695 10.537 6.415  -0.201
C 6.022 10.549 6.979  -0.093
N 2.087 10.918 5.033  0.049
H 4.030 9.729 2.606  0.078
H 3.160 11.289 2.639  0.084
H 2.388 9.659 2.698  0.083
H 3.350 9.187 4.744  0.143
H 4.572 11.965 4.937  0.124
H 5.447 10.526 4.454  0.121
H 5.797 10.526 8.045  0.082
H 6.569 11.483 6.848  0.084
H 6.621 9.661 6.775  0.085
H 2.049 11.882 4.736  0.070
H 2.308 10.900 6.019  0.061
C -6.546 12.020 -14.016  -0.054
C -5.677 11.104 -13.047  -0.428
C -6.229 9.709 -12.939  -0.217
O -5.456 8.833 -12.118  -0.180
C -5.630 9.196 -10.777  -0.128
N -4.330 11.120 -13.598  0.032
H -6.776 11.501 -14.947  0.072
H -6.033 12.966 -14.187  0.075
H -7.510 12.205 -13.542  0.069
H -5.632 11.685 -12.126  0.118
H -6.241 9.205 -13.905  0.131
H -7.265 9.689 -12.599  0.121
H -5.149 10.155 -10.582  0.082
H -5.083 8.474 -10.171  0.089
H -6.671 9.219 -10.455  0.089
H -4.326 11.449 -14.553  0.059
H -3.796 10.266 -13.523  0.069
C -3.938 5.404 6.248  -0.076
C -3.264 6.750 6.036  -0.490
C -3.131 7.599 7.289  -0.169
O -2.229 6.934 8.219  -0.204
C -1.991 7.628 9.439  -0.100
N -2.052 6.413 5.421  0.032
H -4.273 4.958 5.311  0.073
H -4.842 5.387 6.857  0.071
H -3.285 4.624 6.641  0.077
H -3.781 7.219 5.198  0.141
H -4.157 7.719 7.638  0.121
H -2.696 8.574 7.067  0.123
H -1.003 8.082 9.373  0.086
H -1.879 6.837 10.180  0.080
H -2.824 8.247 9.773  0.088
H -1.730 7.364 5.316  0.074
H -1.428 6.189 6.184  0.071
C -4.188 10.134 -2.593  -0.046
C -5.507 10.608 -3.349  -0.384
C -6.663 9.598 -3.235  -0.218
O -6.094 8.421 -3.711  -0.226
C -6.892 7.278 -3.756  -0.108
N -6.003 11.871 -2.731  0.022
H -4.396 9.799 -1.577  0.070
H -3.338 10.804 -2.461  0.067
H -3.914 9.219 -3.117  0.061
H -5.311 10.682 -4.419  0.129
H -7.459 9.845 -3.938  0.124
H -7.025 9.402 -2.226  0.132
H -6.260 6.403 -3.909  0.094
H -7.748 7.438 -4.411  0.087
H -7.336 7.098 -2.777  0.080
H -6.901 12.044 -3.159  0.054
H -5.460 12.584 -3.198  0.062
C 0.286 -1.130 3.058  -0.109
O 0.443 -0.426 1.836  -0.162
C -0.677 0.375 1.584  -0.303
C -0.428 1.245 0.444  -0.241
N -1.586 2.106 0.241  -0.035
C -1.462 2.979 -0.959  -0.187
C -1.380 2.341 -2.351  -0.244
O -0.154 1.699 -2.517  -0.220
C 0.057 0.975 -3.730  -0.086
H 1.275 -1.527 3.287  0.088
H -0.516 -1.866 3.005  0.086
H 0.007 -0.499 3.902  0.081
H -0.872 1.034 2.430  0.120
H -1.630 -0.141 1.469  0.130
H -0.265 0.546 -0.376  0.125
H 0.513 1.720 0.723  0.133
H -1.650 2.699 1.057  0.105
H -0.591 3.628 -0.868  0.115
H -2.356 3.593 -1.074  0.112
H -1.464 3.068 -3.158  0.122
H -2.200 1.623 -2.371  0.122
H -0.712 0.207 -3.812  0.081
H 0.985 0.413 -3.835  0.085
H -0.019 1.698 -4.541  0.083
C 1.533 4.000 14.089  -0.108
O 1.418 2.677 13.541  -0.210
C 0.042 2.246 13.418  -0.202
C 0.037 0.844 12.801  -0.201
N -1.316 0.410 12.379  -0.068
C -1.755 1.043 11.141  -0.213
C -3.018 0.369 10.615  -0.227
O -2.784 -0.815 9.837  -0.188
C -3.983 -1.319 9.200  -0.099
H 1.436 4.034 15.174  0.083
H 0.769 4.647 13.658  0.075
H 2.472 4.422 13.732  0.084
H -0.439 2.909 12.699  0.107
H -0.350 2.228 14.435  0.126
H 0.188 0.203 13.669  0.110
H 0.894 0.624 12.165  0.119
H -1.453 -0.591 12.343  0.108
H -0.912 1.063 10.451  0.121
H -2.004 2.092 11.298  0.106
H -3.597 1.135 10.099  0.112
H -3.713 0.127 11.419  0.119
H -3.737 -2.293 8.776  0.085
H -4.400 -0.645 8.452  0.081
H -4.814 -1.458 9.892  0.078
C 11.934 -10.683 3.071  -0.114
O 11.650 -9.857 1.963  -0.229
C 12.763 -9.641 1.075  -0.173
C 12.311 -8.627 -0.068  -0.165
N 11.865 -7.352 0.528  -0.084
C 11.016 -6.571 -0.314  -0.243
C 10.331 -5.382 0.376  -0.202
O 9.275 -5.713 1.257  -0.219
C 8.107 -6.442 0.806  -0.068
H 11.026 -10.943 3.615  0.087
H 12.556 -10.084 3.737  0.087
H 12.439 -11.605 2.783  0.083
H 12.931 -10.653 0.707  0.111
H 13.637 -9.306 1.633  0.116
H 11.482 -9.059 -0.628  0.106
H 13.155 -8.335 -0.693  0.113
H 11.304 -7.607 1.328  0.096
H 10.309 -7.293 -0.722  0.096
H 11.585 -6.230 -1.179  0.120
H 9.868 -4.747 -0.379  0.111
H 11.068 -4.749 0.870  0.124
H 7.483 -6.576 1.690  0.086
H 8.507 -7.409 0.500  0.075
H 7.566 -5.871 0.052  0.086

=====

Entry 2:
The following is a quantum chemistry calculation of a cluster of 10 separate species, C66H55BINO23P in total, from OMol25.

Computed properties:
Total energy (a.u.): -4996.6507
HOMO-LUMO gap (eV): 6.08
Charge: +1
LUMO level (Eh): -0.1821

Last column: Löwdin charge in e.
Cartesian coordinates (Å):
C -8.424 -0.615 4.352  -0.030
C -7.154 -1.369 4.680  -0.271
C -7.044 -2.017 5.891  -0.023
C -5.865 -2.675 6.165  -0.010
C -4.816 -2.735 5.281  -0.146
C -3.571 -3.519 5.700  -0.337
C -2.319 -2.601 5.654  -0.048
C -3.383 -4.818 4.908  -0.054
C -4.939 -2.099 4.059  -0.230
O -3.854 -2.232 3.192  -0.074
C -3.814 -1.316 2.151  -0.315
P -3.127 0.332 2.689  0.605
I -0.717 0.096 2.520  0.843
C -3.454 0.766 4.397  -0.174
B -3.725 2.378 4.468  -0.698
O -5.020 2.802 4.222  0.163
O -2.747 3.262 4.777  0.194
O -3.525 1.511 1.644  -0.308
N -3.703 0.926 0.266  0.050
O -2.753 1.037 -0.353  0.151
C -6.114 -1.427 3.786  -0.010
H -9.226 -1.291 4.032  0.059
H -8.260 0.093 3.531  0.082
H -8.790 -0.055 5.217  0.090
H -7.887 -1.990 6.574  0.126
H -5.756 -3.207 7.108  0.126
H -3.702 -3.794 6.753  0.130
H -2.653 -1.583 5.901  0.063
H -1.577 -2.860 6.411  0.088
H -1.898 -2.567 4.646  0.055
H -2.523 -5.338 5.349  0.076
H -4.231 -5.503 4.997  0.086
H -3.116 -4.648 3.861  0.075
H -3.091 -1.703 1.419  0.107
H -4.748 -1.213 1.585  0.106
H -4.345 0.292 4.817  0.094
H -2.542 0.585 4.970  0.074
H -5.599 2.247 4.765  0.114
H -2.978 3.816 5.534  0.135
H -6.263 -0.924 2.832  0.115
C 0.437 1.252 -0.941  -0.014
C 0.306 2.135 -1.926  0.042
C 1.353 2.278 -2.972  -0.369
O 1.239 3.083 -3.867  0.131
C 2.543 1.395 -2.871  0.042
C 2.669 0.512 -1.882  0.032
C 1.624 0.374 -0.842  -0.381
O 1.735 -0.434 0.064  0.034
H -0.314 1.130 -0.171  0.012
H -0.557 2.784 -2.012  0.094
H 3.295 1.510 -3.641  0.129
H 3.529 -0.140 -1.794  0.108
C 7.685 -2.367 -0.735  0.032
C 7.035 -2.101 -1.865  0.023
C 5.587 -2.385 -2.004  -0.387
O 4.991 -2.141 -3.034  0.091
C 4.889 -2.977 -0.837  0.012
C 5.536 -3.242 0.293  0.016
C 6.986 -2.956 0.434  -0.376
O 7.575 -3.195 1.466  0.114
H 8.742 -2.166 -0.616  0.124
H 7.529 -1.670 -2.725  0.098
H 3.832 -3.177 -0.960  0.112
H 5.045 -3.672 1.154  0.099
C -1.313 7.436 -1.524  0.025
C -1.342 6.392 -2.349  0.034
C -2.129 5.180 -2.026  -0.382
O -2.154 4.225 -2.778  0.085
C -2.887 5.173 -0.749  0.016
C -2.860 6.215 0.076  0.014
C -2.069 7.432 -0.247  -0.411
O -2.046 8.381 0.504  0.121
H -0.743 8.330 -1.742  0.131
H -0.798 6.377 -3.284  0.132
H -3.459 4.279 -0.533  0.108
H -3.406 6.230 1.012  0.124
C 2.318 -6.791 2.066  0.037
C 1.311 -6.668 2.930  0.038
C 0.697 -5.347 3.214  -0.373
O -0.220 -5.227 3.999  0.095
C 1.247 -4.172 2.496  0.025
C 2.251 -4.294 1.636  0.027
C 2.865 -5.612 1.352  -0.359
O 3.781 -5.712 0.561  0.100
H 2.782 -7.745 1.847  0.099
H 0.899 -7.516 3.461  0.128
H 0.791 -3.215 2.710  0.098
H 2.661 -3.442 1.106  0.105
C -6.209 8.472 -1.544  0.030
C -4.959 8.555 -1.990  0.029
C -4.641 9.216 -3.279  -0.377
O -3.499 9.287 -3.681  0.107
C -5.771 9.784 -4.053  0.024
C -7.023 9.702 -3.609  0.025
C -7.341 9.040 -2.319  -0.385
O -8.479 8.965 -1.911  0.113
H -6.460 7.993 -0.606  0.122
H -4.121 8.149 -1.441  0.088
H -5.519 10.263 -4.990  0.124
H -7.861 10.109 -4.160  0.125
C -10.629 -2.594 1.230  0.016
C -10.707 -3.647 0.421  0.024
C -11.496 -4.849 0.795  -0.383
O -11.565 -5.807 0.059  0.121
C -12.195 -4.827 2.104  0.028
C -12.116 -3.773 2.912  0.023
C -11.328 -2.575 2.538  -0.382
O -11.256 -1.611 3.275  0.080
H -10.059 -1.709 0.976  0.119
H -10.205 -3.680 -0.538  0.123
H -12.766 -5.711 2.358  0.126
H -12.618 -3.739 3.871  0.124
C 10.452 0.931 -6.221  0.028
C 10.267 -0.126 -5.434  0.026
C 9.886 0.034 -4.010  -0.376
O 9.719 -0.930 -3.291  0.089
C 9.716 1.415 -3.495  0.023
C 9.900 2.471 -4.282  0.027
C 10.282 2.312 -5.707  -0.375
O 10.447 3.276 -6.424  0.103
H 10.731 0.836 -7.262  0.125
H 10.386 -1.141 -5.790  0.125
H 9.437 1.509 -2.453  0.123
H 9.782 3.487 -3.925  0.125
C 7.481 7.597 -9.319  0.019
C 8.187 8.086 -8.304  0.019
C 8.731 7.199 -7.246  -0.383
O 9.372 7.645 -6.318  0.107
C 8.459 5.745 -7.365  0.019
C 7.753 5.256 -8.381  0.023
C 7.209 6.142 -9.439  -0.388
O 6.567 5.697 -10.366  0.105
H 7.076 8.227 -10.100  0.122
H 8.396 9.144 -8.200  0.122
H 8.865 5.114 -6.586  0.095
H 7.544 4.199 -8.485  0.121
C 6.644 -9.755 2.899  0.021
C 7.890 -9.643 2.447  0.026
C 8.187 -8.941 1.172  -0.383
O 9.320 -8.840 0.759  0.116
C 7.040 -8.369 0.424  0.030
C 5.794 -8.482 0.877  0.019
C 5.500 -9.183 2.150  -0.373
O 4.363 -9.286 2.568  0.083
H 6.408 -10.263 3.825  0.122
H 8.739 -10.053 2.979  0.124
H 7.275 -7.861 -0.502  0.125
H 4.946 -8.070 0.344  0.105